Entry from the OMol25 dataset: a single C2ClN3O4 molecule at a distorted geometry (the ωB97M-V functional and the def2-TZVPD basis).

```
10
Properties=species:S:1:pos:R:3
N -1.031 -0.682 2.373
C -0.499 -0.475 1.390
C 0.321 -0.175 0.130
Cl 1.826 -1.065 0.265
N -0.583 -0.712 -1.080
O -0.492 -1.899 -1.243
O -1.311 0.083 -1.597
N 0.557 1.302 -0.003
O 1.629 1.635 -0.447
O -0.416 1.987 0.213
```

Maximum force ... 0.0611 Eh/bohr
LUMO energy ... -1.4 eV
Energy relative to the best compared isomer or geometry (same formula, charge and spin) ... 0.0 kcal/mol
Highest occupied orbital energy ... -12.32 eV
SMILES ... N#CC(Cl)([N+](=O)[O-])[N+](=O)[O-]
E_tot ... -27248.9552 eV
Gap between HOMO and LUMO ... 10.89 eV

=====

Entry from the OMol25 dataset: 2 unconnected molecules or ions with the total composition C2ClN5 at a distorted geometry (the ωB97M-V functional and the def2-TZVPD basis).

```
8
Properties=species:S:1:pos:R:3
C 0.482 -0.691 -1.135
C 0.223 2.015 0.386
N 1.137 -0.753 -2.074
N 0.891 1.742 1.274
N -0.289 -0.512 -0.103
N -1.441 -1.759 1.449
N -0.843 -1.234 0.665
Cl -0.702 2.461 -0.857
```

Maximum force ... 0.0495 Eh/bohr
LUMO energy ... 0.2 eV
Energy relative to the best compared isomer or geometry (same formula, charge and spin) ... 8.6 kcal/mol
Highest occupied orbital energy ... -10.78 eV
E_tot ... -22042.6525 eV
Gap between HOMO and LUMO ... 10.99 eV

=====

Entry from the OMol25 dataset: a gas-phase ion, C2F2NO3S (charge -1) at a distorted geometry (the ωB97M-V functional and the def2-TZVPD basis).

```
9
Properties=species:S:1:pos:R:3
N -2.820 -0.297 0.201
C -1.754 -0.481 0.560
O -0.677 -0.493 1.143
S 0.626 0.497 0.481
O 0.066 1.787 0.362
O 1.717 0.274 1.419
C 0.542 -0.161 -1.219
F 1.583 0.407 -1.870
F 0.716 -1.534 -1.075
```

Maximum force ... 0.0851 Eh/bohr
LUMO energy ... 3.8 eV
Energy relative to the best compared isomer or geometry (same formula, charge and spin) ... 64.1 kcal/mol
Net charge ... -1
Highest occupied orbital energy ... -3.88 eV
SMILES ... N#CO[S@@](=O)([O-])=C(F)F
E_tot ... -25975.1644 eV
Gap between HOMO and LUMO ... 7.64 eV

=====

Entry from the OMol25 dataset: a molecular structure, C2F3HoNO3S2 at a distorted geometry (the ωB97M-V functional and the def2-TZVPD basis).

```
12
Properties=species:S:1:pos:R:3
N 0.595 1.434 1.528
S 0.444 2.765 0.376
S 0.580 -0.009 0.932
C 2.060 -0.203 -0.292
F 1.822 0.144 -1.553
F 3.105 0.496 0.145
F 2.409 -1.498 -0.289
O -2.725 -2.481 0.860
C -2.885 -1.534 0.195
O -3.479 -0.668 -0.346
O -0.555 -0.158 -0.202
Ho -1.370 1.711 -1.355
```

Maximum force ... 0.0635 Eh/bohr
LUMO energy (alpha / beta) ... -0.9 / -1.8 eV
Spin multiplicity ... 6
Highest occupied orbital energy (alpha / beta) ... -7.36 / -7.97 eV
E_tot ... -65324.1930 eV
Gap between HOMO and LUMO (alpha / beta) ... 6.47 / 6.12 eV

=====

Entry from the OMol25 dataset: a molecular structure, C2F3I at a distorted geometry (the ωB97M-V functional and the def2-TZVPD basis).

```
6
Properties=species:S:1:pos:R:3
C 0.862 0.444 0.299
C -0.620 -0.724 -0.302
F 0.616 1.717 -0.026
F 2.040 0.239 -0.271
F -0.530 -1.935 0.229
I -2.368 0.260 0.072
```

Maximum force ... 0.0623 Eh/bohr
LUMO energy (alpha / beta) ... -1.4 / -1.3 eV
Energy relative to the best compared isomer or geometry (same formula, charge and spin) ... 73.7 kcal/mol
Highest occupied orbital energy (alpha / beta) ... -9.24 / -9.16 eV
E_tot ... -18322.0976 eV
Gap between HOMO and LUMO (alpha / beta) ... 7.86 / 7.86 eV

=====

Entry from the OMol25 dataset: 2 unconnected molecules or ions with the total composition C2F3N at a distorted geometry (the ωB97M-V functional and the def2-TZVPD basis).

```
6
Properties=species:S:1:pos:R:3
C -1.578 0.083 0.117
C 1.206 -0.125 0.068
N -2.697 0.149 -0.128
F 1.671 -1.062 -0.700
F 1.614 -0.096 1.306
F 1.165 1.087 -0.623
```

Maximum force ... 0.0718 Eh/bohr
LUMO energy (alpha / beta) ... -2.1 / -3.6 eV
Energy relative to the best compared isomer or geometry (same formula, charge and spin) ... 109.6 kcal/mol
Highest occupied orbital energy (alpha / beta) ... -12.02 / -10.86 eV
E_tot ... -11711.1023 eV
Gap between HOMO and LUMO (alpha / beta) ... 9.96 / 7.30 eV

=====

Entry from the OMol25 dataset: a molecular structure, C2F3NO4S2Tm at a distorted geometry (the ωB97M-V functional and the def2-TZVPD basis).

```
13
Properties=species:S:1:pos:R:3
Tm 1.054 1.025 0.342
N 1.979 -1.270 -0.102
S 3.399 -0.497 -0.795
O 2.931 1.006 -0.455
S -1.840 1.067 0.991
O -1.012 2.032 0.108
O -0.792 -0.018 1.356
C -2.786 0.144 -0.350
F -4.050 0.552 -0.341
F -2.252 0.384 -1.533
F -2.748 -1.153 -0.120
O 1.233 -3.533 -0.184
C 1.608 -2.436 -0.084
```

Maximum force ... 0.0436 Eh/bohr
LUMO energy (alpha / beta) ... -5.8 / -5.7 eV
Spin multiplicity ... 3
Net charge ... +1
Highest occupied orbital energy (alpha / beta) ... -12.80 / -12.80 eV
E_tot ... -71100.1919 eV
Gap between HOMO and LUMO (alpha / beta) ... 7.03 / 7.11 eV

=====

Entry from the OMol25 dataset: a single C2F3P molecule at a distorted geometry (the ωB97M-V functional and the def2-TZVPD basis).

```
6
Properties=species:S:1:pos:R:3
C -1.104 -0.989 -0.453
C 1.365 0.342 0.366
F -2.062 -0.449 0.363
F 2.488 -0.291 0.063
F -0.886 1.568 0.111
P -0.054 0.372 -0.641
```

Maximum force ... 0.0543 Eh/bohr
LUMO energy ... -1.8 eV
Energy relative to the best compared isomer or geometry (same formula, charge and spin) ... 110.5 kcal/mol
Highest occupied orbital energy ... -9.82 eV
E_tot ... -19508.3030 eV
Gap between HOMO and LUMO ... 7.97 eV

=====

Entry from the OMol25 dataset: 2 unconnected molecules or ions with the total composition C2F4N2S at a distorted geometry (the ωB97M-V functional and the def2-TZVPD basis).

```
9
Properties=species:S:1:pos:R:3
C -2.105 -0.647 0.062
C 1.599 0.082 -0.049
N -3.113 -1.104 -0.255
N -0.908 -0.032 0.211
F 2.736 -0.764 0.091
F 1.992 1.291 0.201
F 1.200 -0.089 -1.254
F -1.682 1.615 -0.238
S 0.279 -0.351 1.231
```

Maximum force ... 0.0674 Eh/bohr
LUMO energy (alpha / beta) ... -2.7 / -3.2 eV
Energy relative to the best compared isomer or geometry (same formula, charge and spin) ... 62.5 kcal/mol
Highest occupied orbital energy (alpha / beta) ... -10.99 / -11.26 eV
E_tot ... -26754.2518 eV
Gap between HOMO and LUMO (alpha / beta) ... 8.26 / 8.05 eV

=====

Entry from the OMol25 dataset: a single C2F4O molecule at a distorted geometry (the ωB97M-V functional and the def2-TZVPD basis).

```
7
Properties=species:S:1:pos:R:3
C -0.973 0.161 -0.194
C 1.204 -0.157 -0.343
O -0.117 0.066 -1.091
F -1.501 1.304 0.210
F -1.266 -0.840 0.568
F 1.284 0.791 0.600
F 1.370 -1.325 0.250
```

Maximum force ... 0.0738 Eh/bohr
LUMO energy (alpha / beta) ... -0.8 / 0.1 eV
Energy relative to the best compared isomer or geometry (same formula, charge and spin) ... 97.1 kcal/mol
Highest occupied orbital energy (alpha / beta) ... -8.14 / -9.25 eV
E_tot ... -14986.8214 eV
Gap between HOMO and LUMO (alpha / beta) ... 7.30 / 9.35 eV

=====

Repeat the ninth record exactly.
Entry from the OMol25 dataset: 2 unconnected molecules or ions with the total composition C2F4N2S at a distorted geometry (the ωB97M-V functional and the def2-TZVPD basis).

```
9
Properties=species:S:1:pos:R:3
C -2.105 -0.647 0.062
C 1.599 0.082 -0.049
N -3.113 -1.104 -0.255
N -0.908 -0.032 0.211
F 2.736 -0.764 0.091
F 1.992 1.291 0.201
F 1.200 -0.089 -1.254
F -1.682 1.615 -0.238
S 0.279 -0.351 1.231
```

Maximum force ... 0.0674 Eh/bohr
LUMO energy (alpha / beta) ... -2.7 / -3.2 eV
Energy relative to the best compared isomer or geometry (same formula, charge and spin) ... 62.5 kcal/mol
Highest occupied orbital energy (alpha / beta) ... -10.99 / -11.26 eV
E_tot ... -26754.2518 eV
Gap between HOMO and LUMO (alpha / beta) ... 8.26 / 8.05 eV